Record 1
ORCA calculation (wB97M-V/def2-TZVPD) on a molecular structure, C16H22AgBrN2O4S2.

Output
LUMO energy = 4.5 eV
strongest force on any atom = 0.37 eV/Å
Kohn-Sham gap = 3.905 eV
energy relative to the best compared isomer or geometry (same formula, charge and spin) = 0.366 eV
energy = -4550.686606 a.u.

ORCA input file:
```
! wB97M-V def2-TZVPD RIJCOSX def2/J DEFGRID3
* xyz -2 1
Ag 1.19 -0.92 0.32
C -2.05 1.65 -2.28
S -0.52 0.71 -2.23
C -0.83 -0.28 -3.69
O 0.53 1.70 -2.63
H -2.90 0.97 -2.16
H -2.09 2.21 -3.21
H -2.03 2.33 -1.42
H -1.74 -0.87 -3.54
H 0.03 -0.94 -3.82
H -0.94 0.39 -4.54
Br -3.38 1.27 1.43
C -2.75 -0.51 1.11
C -2.17 -1.19 2.16
C -1.76 -2.49 1.90
C -1.90 -3.00 0.62
C -2.45 -2.19 -0.35
N -2.91 -0.96 -0.12
H -2.01 -0.72 3.12
H -1.29 -3.07 2.68
H -1.55 -4.00 0.37
H -2.55 -2.54 -1.38
C 3.49 -0.06 -2.51
S 2.63 -1.60 -2.72
O 2.19 -1.65 -4.11
O 3.56 -2.65 -2.34
O 1.46 -1.47 -1.83
H 4.37 -0.08 -3.14
H 3.77 0.03 -1.46
H 2.80 0.74 -2.77
C 0.22 1.98 1.16
C 0.11 1.62 2.61
C -0.30 2.59 3.51
C -0.49 2.34 4.88
C -0.24 1.04 5.32
C 0.16 0.03 4.47
C 0.43 -1.35 4.99
C 0.37 0.24 3.03
N 0.68 -0.78 2.28
H -0.01 3.04 1.00
H -0.46 1.39 0.55
H 1.22 1.78 0.75
H -0.50 3.59 3.13
H -0.82 3.12 5.55
H -0.37 0.80 6.38
H 0.39 -1.37 6.09
H 1.41 -1.70 4.65
H -0.28 -2.08 4.60
*
```

Population analysis type natural (NBO), resulting atomic charges in e:
1 Ag 0.63
2 C -0.84
3 S 1.31
4 C -0.84
5 O -1.02
6 H 0.24
7 H 0.21
8 H 0.24
9 H 0.21
10 H 0.29
11 H 0.21
12 Br 0.01
13 C 0.15
14 C -0.23
15 C -0.12
16 C -0.28
17 C 0.03
18 N -0.48
19 H 0.26
20 H 0.23
21 H 0.21
22 H 0.18
23 C -0.92
24 S 2.42
25 O -1.04
26 O -1.02
27 O -1.08
28 H 0.21
29 H 0.23
30 H 0.26
31 C -0.62
32 C -0.16
33 C -0.20
34 C -0.41
35 C -0.25
36 C -0.08
37 C -0.63
38 C 0.14
39 N -1.09
40 H 0.18
41 H 0.19
42 H 0.20
43 H 0.17
44 H 0.17
45 H 0.16
46 H 0.17
47 H 0.22
48 H 0.18


Record 2
ORCA calculation (wB97M-V/def2-TZVPD) on 5 unconnected molecules or ions with the total composition C16H22BBrCl8N2O3.

Output
LUMO energy = -0.3 eV
strongest force on any atom = 1.13 eV/Å
SMILES string = NB(O)c1cc(Br)cc2c1C(=O)NC2=O.ClCCCl.ClCCCl.ClCCCl.ClCCCl
Kohn-Sham gap = 9.088 eV
energy = -7238.624015 a.u.

ORCA input file:
```
! wB97M-V def2-TZVPD RIJCOSX def2/J DEFGRID3
* xyz 0 1
N -3.29 -0.92 -1.49
B -3.14 -2.25 -0.87
O -3.96 -3.28 -1.23
C -1.98 -2.44 0.21
C -2.01 -1.90 1.49
C -0.95 -2.10 2.36
Br -1.05 -1.31 4.09
C 0.18 -2.83 2.02
C 0.20 -3.36 0.75
C -0.86 -3.18 -0.14
C -0.51 -3.86 -1.43
O -1.24 -4.19 -2.30
N 0.91 -4.11 -1.38
C 1.23 -4.16 0.03
O 2.15 -4.80 0.45
H -2.86 -0.24 -0.86
H -2.72 -0.87 -2.33
H -3.98 -3.32 -2.20
H -2.87 -1.32 1.81
H 1.00 -2.96 2.73
H 1.35 -3.35 -1.88
Cl 2.81 -2.59 4.01
C 3.77 -3.89 3.25
C 5.19 -3.48 3.01
Cl 5.32 -2.21 1.76
H 3.27 -4.18 2.32
H 3.74 -4.75 3.92
H 5.77 -4.33 2.66
H 5.66 -3.09 3.92
Cl -3.66 2.92 -0.57
C -3.52 3.76 -2.14
C -3.79 2.83 -3.29
Cl -2.51 1.60 -3.47
H -2.52 4.19 -2.20
H -4.24 4.57 -2.13
H -3.82 3.40 -4.22
H -4.74 2.32 -3.17
Cl -0.82 4.20 -5.95
C -1.50 5.74 -6.53
C -1.85 6.66 -5.40
Cl -3.21 6.05 -4.44
H -2.37 5.51 -7.14
H -0.75 6.20 -7.17
H -2.14 7.64 -5.79
H -1.00 6.81 -4.73
Cl 2.25 0.26 6.14
C 3.88 0.60 5.49
C 4.19 2.07 5.47
Cl 3.20 2.95 4.28
H 3.94 0.16 4.50
H 4.59 0.08 6.14
H 5.23 2.22 5.19
H 4.02 2.52 6.44
*
```

Population analysis type natural (NBO), resulting atomic charges in e:
1 N -1.11
2 B 1.07
3 O -0.88
4 C -0.23
5 C -0.24
6 C -0.04
7 Br 0.08
8 C -0.25
9 C -0.06
10 C -0.18
11 C 0.68
12 O -0.51
13 N -0.70
14 C 0.68
15 O -0.51
16 H 0.38
17 H 0.40
18 H 0.50
19 H 0.23
20 H 0.26
21 H 0.41
22 Cl -0.06
23 C -0.40
24 C -0.38
25 Cl -0.06
26 H 0.25
27 H 0.22
28 H 0.23
29 H 0.22
30 Cl -0.07
31 C -0.38
32 C -0.39
33 Cl -0.07
34 H 0.23
35 H 0.22
36 H 0.23
37 H 0.23
38 Cl -0.05
39 C -0.39
40 C -0.38
41 Cl -0.07
42 H 0.22
43 H 0.23
44 H 0.23
45 H 0.23
46 Cl -0.06
47 C -0.39
48 C -0.39
49 Cl -0.06
50 H 0.23
51 H 0.22
52 H 0.22
53 H 0.22


Record 3
ORCA calculation (wB97M-V/def2-TZVPD) on a molecular structure, C16H22BBrCrO2.

Output
<S²> = 6.042
LUMO energy (spin up / spin down) = 4.2 / 4.2 eV
strongest force on any atom = 2.64 eV/Å
Kohn-Sham gap (spin up / spin down) = 3.869 / 3.877 eV
energy = -4416.705688 a.u.

ORCA input file:
```
! wB97M-V def2-TZVPD RIJCOSX def2/J DEFGRID3
* xyz -2 5
C 1.81 1.22 0.32
C 2.08 -0.10 0.85
C 2.01 -1.04 -0.24
H 2.43 -0.35 1.86
C 1.62 -0.33 -1.42
C 1.52 1.08 -1.10
H 1.37 1.88 -1.81
H 1.90 2.16 0.86
H 2.38 -2.06 -0.22
H 1.55 -0.76 -2.43
Cr 0.06 0.00 0.07
Br -1.62 1.39 1.12
C -3.67 4.16 0.10
C -2.94 4.76 -0.97
C -1.86 5.51 -0.39
H -3.17 4.68 -2.02
C -1.94 5.36 1.03
C -3.05 4.53 1.33
H -3.38 4.23 2.32
H -4.56 3.53 -0.01
H -1.13 6.09 -0.94
H -1.27 5.83 1.75
C 1.02 -4.60 0.83
C -0.14 -4.27 -0.11
C -0.17 -5.39 -1.13
O 0.08 -3.02 -0.74
B -0.51 -2.09 0.12
O -1.42 -2.65 1.01
C -1.49 -4.02 0.66
C -2.70 -4.22 -0.26
C -1.71 -4.91 1.87
H 1.95 -4.68 0.25
H 0.83 -5.58 1.28
H 1.16 -3.86 1.64
H 0.81 -5.45 -1.61
H -0.37 -6.34 -0.61
H -0.92 -5.22 -1.91
H -2.78 -5.28 -0.51
H -3.60 -3.93 0.29
H -2.61 -3.63 -1.18
H -0.93 -4.80 2.63
H -2.67 -4.64 2.34
H -1.76 -5.96 1.55
*
```

Population analysis type natural (NBO), resulting atomic charges in e:
1 C -0.34
2 C -0.40
3 C -0.28
4 H 0.22
5 C -0.38
6 C -0.36
7 H 0.23
8 H 0.24
9 H 0.22
10 H 0.22
11 Cr 0.60
12 Br -0.57
13 C -0.35
14 C -0.37
15 C -0.38
16 H 0.16
17 C -0.37
18 C -0.35
19 H 0.17
20 H 0.17
21 H 0.16
22 H 0.16
23 C -0.64
24 C 0.23
25 C -0.62
26 O -0.76
27 B 0.66
28 O -0.73
29 C 0.22
30 C -0.63
31 C -0.62
32 H 0.20
33 H 0.19
34 H 0.23
35 H 0.21
36 H 0.19
37 H 0.22
38 H 0.18
39 H 0.21
40 H 0.23
41 H 0.21
42 H 0.21
43 H 0.19